1.
The following is a DFT calculation (ωB97M-V with the def2-TZVPD basis set) of a 19-piece molecular cluster, C28H45BrCl36F5N2O3P2 overall in a non-equilibrium geometry.

Each line ends with the Löwdin charge.
Positions of all 122 atoms, in Å:
C  -2.98962  -0.85852  -4.94038  0.00
C  -1.79075  -0.53091  -4.07495  -0.17
C  -1.83174  -0.65454  -2.40673  -0.06
C  -2.04977  0.75841  -1.60902  0.09
C  -2.15766  0.72053  0.05831  0.09
C  -2.36459  2.18154  0.76615  -0.31
O  -3.52075  2.72575  1.15794  0.00
O  -1.15324  3.03021  0.91247  -0.29
P  -0.90765  3.53611  2.55777  0.71
N  -0.33134  5.08193  2.64198  -0.30
C  -2.04811  -0.74205  0.85587  -0.02
C  -2.21703  -0.70293  2.46772  -0.16
F  -2.06346  -1.95337  3.21652  0.00
F  -1.16517  0.24134  2.99927  -0.02
C  -3.67406  -0.05067  2.96955  -0.14
F  -3.40342  1.19767  3.71788  0.03
F  -4.26749  -1.00381  3.97961  0.03
F  -4.66792  0.06539  1.87963  0.04
C  -1.78147  -2.03673  -0.11304  -0.28
P  -1.56086  -3.77862  0.62950  0.66
O  -1.12870  -4.88117  -0.69738  -0.44
Br  0.33306  -3.87963  1.96317  0.31
N  -1.68565  -1.95528  -1.65167  0.07
H  -3.88406  -0.09862  -5.01834  -0.04
H  -3.05083  -1.83980  -5.58181  0.08
H  -0.83229  -0.14065  -4.62211  0.08
H  -2.15959  1.80103  -2.18010  -0.02
H  -2.16828  3.45031  3.26759  -0.11
H  0.12930  2.67352  3.11703  -0.03
H  -0.98791  5.67170  3.21250  -0.11
H  -0.34374  -4.38994  -1.13389  0.07
H  -1.53385  -2.82672  -2.24487  0.07
C  -5.28445  -3.03390  -0.59210  -1.01
Cl  -4.76719  -4.46429  -1.49284  0.52
Cl  -4.94415  -1.55438  -1.49767  0.55
H  -6.35958  -3.09896  -0.40787  0.04
H  -4.74852  -2.99976  0.35965  0.01
C  -2.93183  5.85616  5.89514  -1.01
Cl  -2.41458  4.42577  4.99440  0.58
Cl  -2.59154  7.33569  4.98957  0.52
H  -4.00696  5.79110  6.07936  0.04
H  -2.39590  5.89030  6.84689  -0.07
C  -0.70909  -3.92012  -5.82379  -1.02
Cl  -1.34890  -4.42134  -4.25398  0.56
Cl  -0.19873  -2.22796  -5.79189  0.55
H  0.15069  -4.54640  -6.07402  -0.03
H  -1.48757  -4.04275  -6.58085  0.00
C  3.31872  3.08030  2.11975  -1.01
Cl  2.16972  3.33028  0.79982  0.54
Cl  2.55830  2.23575  3.47376  0.46
H  4.15705  2.48278  1.75335  0.01
H  3.68113  4.05183  2.46473  -0.03
C  -0.36570  -7.94793  -0.61312  -1.02
Cl  1.29996  -7.93929  -1.20505  0.52
Cl  -0.55610  -9.07597  0.73453  0.52
H  -0.62851  -6.94249  -0.27535  -0.02
H  -1.03066  -8.24949  -1.42621  0.04
C  2.55694  6.75652  4.85049  -1.02
Cl  2.92337  5.04371  4.61194  0.54
Cl  0.82190  7.06214  4.70530  0.51
H  2.88871  7.05585  5.84769  0.04
H  3.08588  7.34214  4.09452  -0.10
C  2.92016  -0.93680  0.87303  -1.03
Cl  3.28659  -2.64961  0.63448  0.47
Cl  1.18512  -0.63118  0.72784  0.54
H  3.25193  -0.63747  1.87023  -0.02
H  3.44909  -0.35118  0.11706  0.02
C  -7.00923  2.04762  3.01379  -1.06
Cl  -8.42029  0.98619  3.09860  0.51
Cl  -7.36875  3.63939  3.69340  0.51
H  -6.19000  1.59629  3.57881  0.01
H  -6.71503  2.16545  1.96795  0.02
C  1.22029  -3.38089  -9.24425  -0.96
Cl  2.23297  -3.93119  -7.90389  0.51
Cl  -0.42990  -3.05295  -8.70187  0.55
H  1.64695  -2.46469  -9.65972  0.04
H  1.19454  -4.15736  -10.01279  0.04
C  4.22457  -6.41671  -5.60259  -1.00
Cl  2.75599  -5.54878  -5.13904  0.46
Cl  4.95881  -5.70100  -7.04256  0.50
H  4.94024  -6.37083  -4.77810  0.02
H  3.97064  -7.45855  -5.81309  0.03
C  3.82251  9.74314  2.39749  -0.98
Cl  4.31483  8.06494  2.14027  0.55
Cl  2.74270  9.88303  3.79009  0.55
H  4.71250  10.35186  2.57479  0.03
H  3.30188  10.10178  1.50612  0.03
C  -3.16378  5.88937  9.88459  -0.99
Cl  -2.64652  4.45898  8.98385  0.54
Cl  -2.82348  7.36889  8.97902  0.55
H  -4.23891  5.82431  10.06881  0.03
H  -2.62785  5.92351  10.83634  0.03
C  1.60080  -11.30898  -2.73799  -1.04
Cl  1.83462  -10.74362  -4.39648  0.49
Cl  0.34190  -12.54748  -2.65958  0.50
H  2.53910  -11.73164  -2.37053  0.03
H  1.30709  -10.46292  -2.11178  -0.04
C  -4.03490  3.18878  -6.34372  -0.98
Cl  -4.82965  1.69930  -5.81957  0.57
Cl  -2.34275  3.22052  -5.83335  0.50
H  -4.07898  3.25100  -7.43379  0.04
H  -4.55522  4.04333  -5.90413  0.04
C  5.50031  -3.50849  -2.11661  -1.06
Cl  5.73412  -2.94312  -3.77510  0.52
Cl  4.24140  -4.74698  -2.03820  0.48
H  6.43861  -3.93115  -1.74915  -0.01
H  5.20659  -2.66243  -1.49040  -0.06
C  7.66632  -1.69658  0.73092  -0.97
Cl  8.03275  -3.40939  0.49237  0.56
Cl  5.93128  -1.39096  0.58573  0.55
H  7.99810  -1.39725  1.72812  0.02
H  8.19526  -1.11096  -0.02505  0.04
C  -2.89453  5.22631  -1.45763  -0.98
Cl  -2.37728  3.79592  -2.35837  0.59
Cl  -2.55423  6.70583  -2.36320  0.54
H  -3.96966  5.16125  -1.27341  0.04
H  -2.35860  5.26045  -0.50588  0.03
C  6.74362  0.67848  4.06284  -0.99
Cl  5.05538  0.26648  3.73877  0.51
Cl  7.42708  1.64194  2.74774  0.52
H  6.79780  1.25347  4.99049  0.04
H  7.32132  -0.24339  4.16598  0.03

Values from the calculation:
Kohn-Sham gap (eV): 5.1
Max |F| (eV/Å): 8.73
Net charge: +1
E_tot (eV): -591880.844


2.
The following is a DFT calculation (ωB97M-V with the def2-TZVPD basis set) of one molecule with the formula CH4N2S in a non-equilibrium geometry.

Each line ends with the natural charge from an NBO analysis.
Positions of all 8 atoms, in Å:
N  -1.07866  -1.17346  -0.07204  -0.83
C  -0.29847  0.05816  -0.05142  0.29
N  -1.08070  1.11412  0.05308  -0.79
S  1.40834  -0.00586  0.00291  -0.26
H  -0.67297  -1.87163  0.49902  0.40
H  -2.07497  -1.18357  -0.08965  0.37
H  -2.11223  1.07440  0.12017  0.39
H  -0.76691  2.14096  -0.13487  0.42

Values from the calculation:
Kohn-Sham gap (eV): 8.9
Structure (SMILES): NC(N)=S
Max |F| (eV/Å): 4.76
Relative energy (zero: lowest compared OMol25 entry of this formula, charge and spin) (eV): 0.378
E_tot (eV): -14917.226